(1)
C5H11N | the ωB97M-V functional and the def2-TZVPD basis

Properties
Orbital gap = 10.348 eV
LUMO energy = 0.0455 hartree
M = 85.150 g/mol
SMILES string = CC[C@H]1CN1C

```
17
Properties=species:S:1:pos:R:3:forces:R:3:nbo_charge:R:1
C 0.025 2.251 0.887 0.02 0.02 0.02 -0.60
C -0.683 1.252 -0.029 -0.02 0.04 0.00 -0.41
C 0.188 0.104 -0.527 -0.09 0.14 -0.14 -0.08
C 1.353 -0.450 0.218 0.26 0.07 0.12 -0.26
N 0.095 -1.166 0.170 -0.03 -0.07 -0.01 -0.40
C 0.071 -2.361 -0.651 -0.02 -0.15 -0.09 -0.41
H 0.373 1.782 1.813 -0.06 0.03 -0.14 0.20
H 0.895 2.689 0.386 -0.10 -0.04 0.08 0.20
H -0.651 3.067 1.168 0.10 -0.12 -0.06 0.21
H -1.548 0.820 0.487 0.12 0.05 -0.06 0.22
H -1.076 1.793 -0.898 0.05 -0.08 0.09 0.20
H 0.288 0.037 -1.614 -0.05 -0.04 0.18 0.19
H 1.633 -0.044 1.187 -0.05 -0.07 -0.16 0.20
H 2.185 -0.840 -0.371 -0.16 0.05 0.08 0.19
H -0.957 -2.558 -0.973 0.15 0.02 0.04 0.20
H 0.415 -3.215 -0.057 -0.05 0.12 -0.10 0.20
H 0.709 -2.282 -1.549 -0.08 0.02 0.14 0.16
```
Forces are in eV/Å.

=====

(2)
C5H11N | the ωB97M-V functional and the def2-TZVPD basis

Properties
Orbital gap (alpha / beta) = 7.952 / 7.951 eV
LUMO energy (alpha / beta) = 0.0231 / 0.0230 hartree
M = 85.150 g/mol

```
17
Properties=species:S:1:pos:R:3:forces:R:3:nbo_charge:R:1
C 1.589 -0.517 1.181 0.23 -0.04 0.13 -0.93
C 1.170 -0.324 -1.239 -0.08 0.02 -0.10 -0.07
N -0.036 0.200 -1.098 0.19 -0.17 0.04 -0.33
C -0.395 1.472 -0.513 0.08 0.27 -0.01 -0.26
C -0.836 0.155 0.044 -0.16 -0.10 -0.04 -0.06
C -2.234 -0.377 0.137 -0.01 -0.02 0.02 -0.63
H 2.434 0.150 0.986 -0.10 -0.16 0.05 0.20
H 1.349 -0.416 2.251 -0.03 -0.01 -0.28 0.21
H 1.903 -1.554 1.015 -0.03 0.20 0.03 0.20
H 1.962 0.299 -1.650 -0.12 -0.07 0.09 0.19
H 1.247 -1.401 -1.353 -0.02 0.15 0.07 0.20
H 0.394 2.001 0.030 -0.10 -0.09 -0.07 0.19
H -1.030 2.096 -1.145 0.08 -0.13 0.14 0.19
H 0.279 -0.237 0.817 -0.12 0.06 -0.05 0.24
H -2.669 -0.074 1.095 0.06 -0.05 -0.12 0.22
H -2.236 -1.471 0.103 0.00 0.16 0.01 0.22
H -2.889 -0.001 -0.661 0.13 -0.04 0.12 0.21
```
Forces are in eV/Å.

=====

(3)
C5H11N | the ωB97M-V functional and the def2-TZVPD basis

Properties
Orbital gap = 8.058 eV
LUMO energy = 0.0326 hartree
M = 85.150 g/mol

```
17
Properties=species:S:1:pos:R:3:forces:R:3:nbo_charge:R:1
C 0.843 1.777 0.261 0.04 -0.01 0.03 -0.63
C -0.132 0.890 -0.493 -0.06 0.04 -0.10 -0.19
C -0.959 -0.279 1.602 0.07 -0.25 0.13 -0.44
C -1.668 -0.916 0.453 -0.14 -0.04 -0.26 -0.26
N -0.311 -0.399 0.208 0.04 0.09 -0.10 -0.27
C 0.698 -1.408 -0.120 0.08 -0.06 0.09 -0.40
H 0.425 1.969 1.253 0.10 0.00 -0.12 0.25
H 1.819 1.295 0.385 -0.11 0.07 -0.06 0.20
H 0.997 2.723 -0.267 -0.05 -0.14 0.05 0.22
H -1.113 1.368 -0.540 0.12 -0.07 0.04 0.22
H 0.197 0.683 -1.520 -0.03 0.02 0.13 0.19
H -0.470 -1.062 2.202 -0.10 0.09 -0.09 0.14
H -2.454 -0.365 -0.067 0.11 -0.05 0.10 0.18
H -1.731 -1.994 0.270 0.01 0.15 0.12 0.18
H 1.699 -0.988 0.007 -0.13 -0.03 0.01 0.21
H 0.577 -1.751 -1.154 0.02 0.08 0.12 0.20
H 0.580 -2.251 0.563 0.01 0.10 -0.10 0.22
```
Forces are in eV/Å.